Record 1
The following is a DFT calculation (ωB97M-V/def2-TZVPD) of a structure of composition C15H44AgN7O6 in a non-equilibrium geometry.

For the energy above the lowest of the compared OMol25 structures with the same formula, charge and spin, the calculation gives 0.0 kcal/mol. Its orbital gap is 8.40 eV. The value obtained for the highest occupied orbital energy is -8.8 eV.

Positions of all 73 atoms, in Å:
Ag 0.6482 -1.6664 0.8065
C -0.5971 1.0793 -0.4069
O -0.6122 -0.3137 -0.6139
H 0.3865 1.4189 -0.0678
H -0.8586 1.5789 -1.3467
H -1.3242 1.3550 0.3718
C 4.3504 -2.2756 2.8602
C 4.1892 -0.8753 3.4393
C 2.7458 -0.3838 3.4130
O 2.2306 -0.1908 2.1033
C 2.6519 0.9903 1.4398
N 4.8239 -0.7904 4.7323
H 5.3917 -2.6004 2.8659
H 3.9626 -2.4062 1.8514
H 3.8751 -3.0110 3.5282
H 4.7160 -0.2879 2.6727
H 2.6530 0.5128 4.0350
H 2.0985 -1.1698 3.8180
H 2.3403 0.8647 0.4056
H 3.7407 1.1170 1.4112
H 2.2442 1.8962 1.8966
H 4.8318 0.1478 5.1204
H 4.2813 -1.3136 5.4174
C 2.4194 -0.7401 -2.0171
C 1.7990 -1.9564 -2.6877
C 2.7736 -3.0205 -3.1334
O 3.3769 -3.6739 -2.0308
C 3.9705 -4.8898 -2.4211
N 0.7133 -2.4749 -1.8316
H 1.7131 0.0749 -1.8953
H 3.2634 -0.4163 -2.6401
H 2.9289 -1.0157 -1.0865
H 1.2918 -1.5815 -3.5908
H 3.5681 -2.5232 -3.7008
H 2.2016 -3.7227 -3.7518
H 4.4245 -4.8989 -3.4146
H 3.2358 -5.7086 -2.3829
H 4.7193 -5.1646 -1.6760
H 0.2191 -3.2402 -2.2774
H 0.0363 -1.7237 -1.6829
C -3.4371 2.8350 2.2718
C -3.4222 4.0071 1.3085
C -3.7954 3.5907 -0.1059
O -3.5126 4.6435 -0.9862
C -3.2806 4.1959 -2.3179
N -4.3024 5.0776 1.7812
H -3.0541 3.1544 3.2448
H -2.8630 1.9760 1.9385
H -4.4785 2.5432 2.4422
H -2.3846 4.3716 1.2285
H -4.8598 3.3178 -0.1537
H -3.2530 2.6466 -0.2716
H -2.2762 3.7561 -2.3565
H -3.2696 5.0946 -2.9304
H -4.0146 3.4660 -2.6598
H -3.9975 5.9711 1.4106
H -4.2036 5.1916 2.7862
C -2.8581 -0.2959 -3.7820
O -3.7246 -0.4758 -4.6215
N -2.7707 -1.0175 -2.6219
N -1.8999 0.6936 -3.8897
H -2.1147 -0.7877 -1.8812
H -3.5186 -1.6503 -2.4082
H -1.2494 0.8053 -3.1323
H -1.7115 1.0974 -4.7861
C -2.8373 -1.7558 1.9635
O -3.4766 -2.3963 2.7783
N -1.8745 -0.8145 2.2963
N -3.0706 -1.8117 0.6203
H -1.8834 0.0218 1.7347
H -1.7612 -0.6681 3.2855
H -2.4678 -1.3488 -0.0442
H -3.8000 -2.4343 0.3262

Mulliken population analysis, charges in e, atoms 1 to 5: 0.354 -0.112 0.564 -0.166 0.010

=====

Record 2
The following is a DFT calculation (ωB97M-V/def2-TZVPD) of a structure of composition C6H9N in a non-equilibrium geometry.

For the energy above the lowest of the compared OMol25 structures with the same formula, charge and spin, the calculation gives 149.9 kcal/mol. Its orbital gap is 9.80 eV. The value obtained for the highest occupied orbital energy is -8.8 eV.

Positions of all 16 atoms, in Å:
C 0.8093 0.3473 -0.0406
C -0.4005 0.1510 -0.9652
C -1.0342 1.2168 0.0456
C -0.1087 0.1079 0.9543
C -0.8114 -1.2312 0.6820
C -0.9722 -1.0780 -0.6290
H 2.5236 0.2313 -0.9249
H 2.5224 -0.7518 0.7957
H 1.1946 1.4840 0.4094
H -0.4216 0.0418 -2.0052
H -0.6260 2.3430 0.0237
H -2.1752 1.3056 0.0114
H 0.0307 0.3842 1.9567
H -1.1336 -2.1773 1.2764
H -1.4907 -1.8706 -1.3725
N 2.0934 -0.5040 -0.2178

natural (NBO) population analysis, charges in e, atoms 1 to 5: -0.019 -0.339 -0.354 -0.257 -0.223

=====

Record 3
The following is a DFT calculation (ωB97M-V/def2-TZVPD) of a structure of composition C5H6ClNO in a non-equilibrium geometry.

For the energy above the lowest of the compared OMol25 structures with the same formula, charge and spin, the calculation gives 122.9 kcal/mol. Its orbital gap is 8.85 eV. The value obtained for the highest occupied orbital energy is -8.8 eV.

Positions of all 14 atoms, in Å:
C -1.3510 0.8511 -0.2002
C -1.5254 -0.4976 0.6227
C -0.5812 -0.1167 -0.9922
C 0.5718 -0.3320 0.0493
C -0.0800 -0.7259 1.1429
H -1.0815 2.9352 0.3387
H -2.2680 1.0431 -0.7398
H -2.3060 -0.8805 1.3393
H -2.2811 -1.5045 -0.9898
H -0.4252 0.1007 -2.0340
H 0.1024 -0.8285 2.1690
N -1.3649 -1.3581 -0.5390
O -0.5473 1.8088 0.2420
Cl 2.3522 -0.0531 -0.1166

natural (NBO) population analysis, charges in e, atoms 1 to 5: 0.077 -0.122 -0.125 0.040 -0.230

=====

Record 4
The following is a DFT calculation (ωB97M-V/def2-TZVPD) of an isolated molecule of C4H9NO in a non-equilibrium geometry.

For the energy above the lowest of the compared OMol25 structures with the same formula, charge and spin, the calculation gives 18.1 kcal/mol. Its orbital gap is 10.47 eV. The value obtained for the highest occupied orbital energy is -9.6 eV. Its SMILES is CCNC(C)=O.

Positions of all 15 atoms, in Å:
C 0.4871 1.6333 -0.2996
C -0.2207 0.7857 0.7036
N -0.3776 -0.5684 0.4522
C 0.6755 -1.3264 -0.2507
C 0.1912 -1.5452 -1.7143
O -0.8944 1.2404 1.6222
H 1.0599 1.1055 -1.0652
H -0.3194 2.1509 -0.8250
H 1.1514 2.3742 0.1352
H -0.8008 -0.9128 1.2993
H 0.8299 -2.2833 0.2616
H 1.6432 -0.8305 -0.2007
H 0.8881 -1.5636 -2.5426
H -0.5984 -0.8194 -1.9037
H -0.2637 -2.5522 -1.7238

natural (NBO) population analysis, charges in e, atoms 1 to 5: -0.727 0.675 -0.632 -0.229 -0.633

=====

Record 5
The following is a DFT calculation (ωB97M-V/def2-TZVPD) of an isolated molecule of CH2P2S3 in a non-equilibrium geometry.

For the energy above the lowest of the compared OMol25 structures with the same formula, charge and spin, the calculation gives 26.8 kcal/mol. Its orbital gap is 7.41 eV. The value obtained for the highest occupied orbital energy is -9.3 eV.

Positions of all 8 atoms, in Å:
C 0.6106 -0.3044 0.0519
P -1.3773 -0.3546 0.0698
P 1.3197 0.7494 -1.2224
S -2.0518 0.1849 1.7924
S -2.3425 -0.9405 -1.4622
S 1.9952 2.2557 -0.2310
H 0.9132 -0.1051 1.0654
H 0.9328 -1.4855 -0.0639

natural (NBO) population analysis, charges in e, atoms 1 to 5: -1.132 0.909 0.704 -0.356 -0.344

=====

Record 6
The following is a DFT calculation (ωB97M-V/def2-TZVPD) of a structure of composition C21H45N2P3S2V in a non-equilibrium geometry.

For the energy above the lowest of the compared OMol25 structures with the same formula, charge and spin, the calculation gives 19.9 kcal/mol. As for the multiplicity: 3. Its orbital gap (alpha / beta) is 6.71 / 7.13 eV. As for the net charge: +3. The value obtained for the highest occupied orbital energy (alpha / beta) is -16.3 / -16.3 eV. The expectation value of S² is 2.0499.

Positions of all 74 atoms, in Å:
V 0.6544 -0.2294 -0.1320
P 1.9372 1.3641 0.9374
P -1.1229 0.5114 1.2450
P -1.7652 3.0785 -2.2253
H 0.3376 -1.8818 -5.3157
C 0.4508 -0.7930 -5.1646
C 1.4746 -0.3115 -4.4358
H 2.4065 -0.8978 -4.4186
C 3.4830 0.6491 1.5981
C 1.5110 2.5498 2.2739
C 2.5064 2.5222 -0.3589
C -2.6508 -0.4071 0.8861
C -1.0337 0.1532 3.0507
C -1.8455 2.1966 1.5059
C -1.3344 3.1565 -3.9618
C -0.9331 4.2808 -1.1962
C -3.4647 2.7024 -1.8262
H -0.2165 -0.1669 -5.7772
H 1.5468 0.7603 -4.1197
H 3.5666 -0.4069 1.3078
H 3.5015 0.7106 2.6930
H 4.3478 1.1875 1.1925
H 1.1454 2.0118 3.1554
H 0.7476 3.2639 1.9444
H 2.4094 3.1191 2.5558
H 2.8044 1.9648 -1.2550
H 3.3599 3.0862 0.0342
H 1.6998 3.2144 -0.6360
H -3.3948 -0.1637 1.6542
H -2.4250 -1.4775 0.9206
H -3.0482 -0.1641 -0.1022
H -2.0441 0.2541 3.4756
H -0.3665 0.8501 3.5706
H -0.6643 -0.8613 3.2188
H -2.5994 2.1214 2.3054
H -2.3430 2.5741 0.6055
H -1.0918 2.9223 1.8357
H -1.8859 3.9865 -4.4218
H -1.5800 2.2121 -4.4765
H -0.2504 3.3254 -4.0750
H -1.3283 5.2746 -1.4533
H 0.1488 4.2635 -1.3758
H -1.1005 4.0962 -0.1289
H -4.0885 3.3807 -2.4201
H -3.7032 2.8397 -0.7650
H -3.6965 1.6619 -2.0958
C -0.1568 -1.1008 -2.1854
C -1.4378 -1.4181 -2.7274
C -1.8134 -2.7357 -2.8935
C -0.8849 -3.7555 -2.6180
C 0.4232 -3.4627 -2.2514
C 0.8417 -2.1421 -2.0730
S 0.3325 0.5789 -2.2555
H -1.0984 1.8417 -1.8959
H -2.0461 -0.5955 -3.1206
H -2.8080 -2.9705 -3.2825
H -1.1746 -4.7946 -2.7280
H 1.1481 -4.2680 -2.1091
H 1.9144 -1.8739 -2.0955
S 1.7584 -2.0284 0.5807
C 1.2372 -2.5442 2.1182
N 1.4629 -1.8040 3.2184
C 1.4796 -2.3703 4.5743
C 1.3866 -3.8854 4.5200
C 0.3318 -4.3449 3.5276
N 0.6051 -3.7060 2.2385
H 1.9617 -0.9318 3.0606
H 0.6253 -1.9571 5.1272
H 2.3950 -2.0423 5.0857
H 1.1657 -4.2772 5.5238
H 2.3563 -4.2808 4.1999
H -0.6757 -4.0526 3.8572
H 0.3543 -5.4366 3.3917
H 0.2534 -4.1266 1.3830

Mulliken population analysis, charges in e, atoms 1 to 5: -0.170 1.741 1.231 0.899 0.253

=====

Number 1: energy -42982.6810 eV. Number 2: energy -7851.6605 eV. Number 3: energy -21337.1515 eV. Number 4: energy -7831.5359 eV. Number 5: energy -52152.5376 eV. Number 6: energy -100685.6963 eV.